{
  "formula": "C61H136N2O30",
  "method": "ωB97M-V/def2-TZVPD",
  "species": ["C", "C", "O", "H", "O", "C", "H", "C", "H", "C", "C", "H", "H", "H", "H", "C", "H", "O", "H", "C", "C", "C", "C", "H", "H", "O", "C", "H", "H", "H", "H", "C", "O", "O", "H", "H", "O", "H", "C", "C", "C", "H", "O", "H", "H", "H", "H", "C", "H", "H", "H", "H", "C", "C", "C", "H", "O", "H", "H", "H", "C", "H", "C", "H", "H", "H", "H", "O", "C", "H", "H", "H", "C", "C", "C", "H", "C", "H", "H", "H", "C", "O", "C", "O", "H", "O", "O", "H", "H", "H", "H", "H", "C", "O", "H", "O", "H", "H", "C", "H", "C", "H", "H", "H", "H", "H", "C", "C", "C", "H", "H", "C", "H", "O", "H", "H", "H", "C", "C", "H", "H", "H", "H", "O", "H", "C", "H", "H", "O", "C", "H", "H", "C", "C", "H", "H", "H", "H", "H", "H", "C", "H", "H", "H", "H", "H", "H", "C", "O", "H", "C", "H", "H", "N", "O", "C", "H", "H", "H", "H", "H", "H", "O", "H", "H", "H", "H", "H", "H", "N", "O", "H", "H", "C", "C", "H", "H", "C", "H", "H", "H", "H", "H", "H", "C", "H", "O", "O", "H", "H", "C", "C", "H", "O", "C", "H", "C", "O", "H", "H", "H", "H", "H", "O", "C", "H", "H", "H", "C", "O", "H", "H", "C", "H", "H", "H", "C", "O", "C", "H", "H", "C", "C", "H", "H", "H", "H", "H", "H"],
  "xyz": [[-6.492, 2.026, -3.187], [3.557, -0.868, 0.358], [-1.942, 2.109, 2.484], [7.488, 1.861, 3.356], [-2.050, 1.294, 10.553], [-6.176, -2.640, -0.318], [-0.980, -6.026, 3.079], [-3.292, 1.704, 2.183], [0.546, -5.767, -7.639], [-4.278, 1.922, 7.277], [0.029, 1.505, 7.235], [-4.025, 3.543, 2.850], [-1.467, -0.508, -0.146], [6.921, 6.384, -2.141], [-3.352, 1.695, -7.410], [-2.446, -2.532, -1.029], [-0.209, -3.122, -6.123], [1.288, -0.481, -0.589], [1.781, -1.896, 5.509], [5.765, 3.037, -0.256], [-4.020, 3.008, 1.901], [-5.951, 1.039, -1.070], [11.699, -1.753, -3.321], [-3.527, 4.582, -9.518], [-3.707, 4.929, -3.050], [1.350, -5.083, -2.759], [2.084, 1.091, -3.868], [-7.393, 1.659, -7.095], [-2.013, 0.476, -1.893], [5.227, 1.857, 2.143], [-4.699, 2.348, -6.671], [6.157, 1.659, 1.610], [-3.594, -1.822, 4.257], [-3.506, 3.782, -4.701], [-3.204, -1.000, 7.494], [10.527, -3.264, -4.251], [6.668, 2.729, 0.828], [-7.490, 2.801, -4.957], [7.303, -3.513, -2.059], [-2.607, 3.134, -2.430], [-1.214, 1.191, -2.091], [-4.326, -3.607, 3.430], [0.724, -3.946, -8.430], [7.797, -1.658, 2.197], [5.915, 0.790, 0.999], [-3.255, 0.986, 1.364], [3.650, -1.894, 3.493], [-3.546, -0.723, 6.497], [1.014, -1.786, 0.964], [-0.302, 2.203, 6.466], [4.853, 3.436, 0.187], [-1.387, -1.462, 1.281], [-4.609, -1.381, -4.024], [-2.957, 4.253, -3.460], [0.914, -5.375, -8.587], [1.262, 1.757, -4.132], [-4.352, 2.383, 5.958], [0.240, -0.095, 5.765], [5.002, -4.288, -0.778], [2.678, -5.369, -1.225], [-7.227, 0.704, -6.597], [-3.670, 5.389, -0.547], [6.392, 4.207, -1.107], [2.566, 0.997, 0.159], [-4.876, 0.965, -1.234], [12.031, 0.883, -2.958], [12.588, -1.949, -3.921], [-4.900, -0.306, 6.612], [1.484, -3.286, -7.388], [2.821, -3.759, -2.068], [2.808, 0.352, -1.402], [-8.289, 1.391, -4.281], [0.918, 0.455, 6.417], [0.817, -3.480, -6.030], [-1.533, 1.485, 3.650], [5.852, 4.262, -2.052], [-3.466, -2.113, 5.665], [11.251, 1.272, -4.468], [-3.301, -2.564, 2.449], [-3.567, 2.671, -2.198], [7.430, 6.410, -1.177], [10.994, -0.673, -3.847], [-0.043, -6.166, 3.618], [8.255, 0.472, 2.170], [-5.399, -2.764, 0.436], [1.444, -2.700, -4.996], [-3.460, 3.781, -7.705], [-5.870, 3.773, 6.283], [-7.149, -2.623, 0.174], [-5.047, 2.695, 1.710], [8.482, 6.123, -1.190], [4.574, -0.560, 0.114], [-0.575, 0.124, 9.121], [-2.965, -4.291, -4.567], [1.990, -5.539, -8.532], [1.549, -0.612, 7.153], [1.783, 0.292, -3.190], [-0.239, -0.843, 8.746], [-4.176, 4.808, 0.224], [-6.405, 2.220, 5.727], [10.906, -3.051, -3.252], [-0.376, -4.673, -3.947], [-5.414, 5.313, 1.884], [-3.473, 2.283, 11.672], [-1.913, 3.179, -5.814], [12.635, 0.321, -4.668], [8.123, -0.850, 1.542], [-3.850, 3.655, -9.044], [0.558, -0.869, 0.590], [-2.252, 3.647, -1.537], [-6.618, 0.212, -7.355], [-5.611, 2.958, 5.608], [-4.455, -0.792, -6.086], [-5.913, -1.414, -1.042], [-0.291, -5.771, 4.603], [0.704, -4.534, -5.774], [9.008, -4.818, -2.541], [2.341, -1.438, 6.324], [-3.434, -2.981, 3.447], [5.004, -1.547, 2.336], [-7.362, -0.266, -0.080], [-2.606, 0.983, 12.373], [7.261, -2.431, -1.929], [-4.321, -2.666, -3.783], [5.607, 2.166, -0.893], [3.059, 2.038, -3.347], [-2.815, 1.864, -5.090], [3.447, -1.868, -0.060], [9.679, -2.950, -2.538], [8.579, -3.860, -2.837], [-3.963, 0.631, 11.115], [-0.436, -4.078, -2.384], [-3.373, -3.171, -4.599], [2.154, -4.533, -1.688], [7.365, 3.836, -1.430], [8.367, -3.803, -3.904], [-1.449, -0.786, 10.845], [-2.029, 4.814, -3.571], [1.393, -2.264, -3.040], [-6.230, 0.900, 7.515], [7.077, 1.099, 2.694], [2.492, 0.657, -4.781], [-0.343, 0.643, -2.449], [-6.104, -3.429, -1.067], [-3.183, -0.216, -4.920], [5.888, -4.751, 0.597], [-0.493, 1.807, 3.705], [-6.288, -0.312, -0.262], [3.206, -0.820, 1.720], [-3.339, 2.780, -9.445], [0.274, -4.221, -3.199], [12.102, -1.421, -2.365], [-0.098, -2.155, -3.828], [3.853, 2.733, -2.834], [-1.596, 2.251, -2.974], [-4.800, 5.825, 1.144], [0.584, -0.114, 1.376], [-3.819, 6.031, 3.662], [0.183, -7.220, 3.450], [-5.469, 6.362, 0.472], [-4.330, -0.887, -3.094], [1.624, 1.060, 5.847], [-3.833, 6.722, 1.674], [0.479, -5.830, -9.477], [-4.983, 4.347, -0.346], [6.452, -3.675, -2.720], [-6.646, 3.045, -2.830], [2.540, -3.553, -7.357], [-5.459, 1.931, -3.521], [1.934, -4.625, 2.772], [-2.965, -2.160, -5.459], [2.634, -2.232, 7.012], [7.398, -0.897, 0.729], [1.046, -5.310, 3.087], [-3.148, 1.263, 11.470], [6.514, 0.441, 3.356], [-8.178, 0.172, -6.566], [-5.166, 0.681, 7.599], [-2.361, 6.895, 3.165], [-5.787, -0.276, 0.705], [-5.736, 3.317, 4.586], [11.508, -3.883, -2.886], [-2.617, 5.225, 2.609], [7.415, 7.396, -0.713], [-3.663, 2.605, -6.896], [-1.462, 0.400, 3.580], [-6.614, 0.829, -5.352], [6.741, 5.431, -0.422], [-2.581, -3.610, 3.704], [9.074, -1.143, 1.098], [-3.796, -1.052, -5.257], [-7.315, 1.814, -4.528], [-3.264, 1.687, 7.600], [-1.081, -2.389, -0.604], [-2.920, 2.828, -5.586], [-3.158, -2.609, -0.207], [3.946, -1.785, 2.450], [-1.023, 0.913, 8.004], [1.425, -2.225, -7.627], [-4.928, 3.571, -9.183], [-2.587, -3.450, -1.599], [-2.095, 1.816, 4.523], [-4.231, -2.861, 5.875], [-3.422, 3.775, 0.844], [2.601, 0.048, -0.376], [0.312, 0.520, 9.617], [1.551, -4.149, -0.866], [5.764, -3.011, 0.104], [5.909, -4.039, -0.228], [-6.708, 0.921, -2.273], [-2.757, -0.066, 6.130], [-0.995, 1.700, -1.152], [-3.108, 6.169, 2.847], [3.318, -1.064, 6.018], [-2.713, -1.756, -1.745], [-5.691, -1.429, -4.145], [11.827, 0.500, -3.958], [7.162, -4.282, -0.851], [-1.689, -0.002, 10.126], [-3.806, 1.189, 2.995], [0.651, 2.063, 7.936], [-0.883, -1.296, 0.328], [0.760, -2.820, -3.732], [-2.512, -2.615, 5.827], [-4.528, 2.760, 7.927], [-2.466, -0.448, 9.506], [-6.264, 1.929, -0.525], [-4.914, 0.481, 8.641], [3.724, -2.749, 1.993]],
  "forces_ev_per_angstrom": [[0.016, -1.817, -1.847], [-0.835, 0.227, -1.000], [-1.598, -0.808, -0.354], [-0.119, 0.321, -0.184], [-0.364, -0.418, -0.286], [0.637, 0.744, -0.825], [0.159, 0.326, -0.464], [1.028, 1.314, -0.822], [-0.410, -0.890, -0.367], [-1.026, 0.159, 1.007], [1.551, -2.041, 0.484], [0.071, 0.320, -0.008], [0.162, 0.680, 0.267], [0.645, 0.671, -0.477], [0.865, -0.026, -0.077], [0.691, -0.138, -0.146], [-0.317, 0.099, -0.155], [-0.862, -0.074, 0.751], [-0.049, 0.242, -0.277], [1.293, 2.435, 0.769], [-0.405, -0.325, -0.473], [-0.884, -2.770, 0.245], [0.434, 0.028, 0.775], [0.073, -0.219, -0.252], [-0.050, -0.181, 0.028], [-0.402, 0.543, -0.036], [0.082, 0.790, -0.802], [-0.265, 0.491, 0.316], [-0.335, -0.019, -0.251], [-0.378, 0.737, -0.119], [-0.609, 0.685, -0.044], [0.230, -0.635, 0.436], [0.516, -0.445, 0.579], [-1.350, 0.367, -0.059], [0.150, -0.060, 0.308], [0.793, -0.262, -0.656], [-0.544, -0.734, 0.130], [0.436, -0.120, -0.693], [0.444, -0.307, -0.300], [-0.084, 0.620, -1.161], [-0.359, 1.220, 0.441], [-0.211, -0.086, 0.200], [0.213, 0.210, -0.527], [0.127, 0.207, 0.706], [-0.018, -0.037, -0.556], [-0.130, 0.151, -0.437], [-0.117, 0.648, -0.088], [-0.220, -3.262, 0.023], [0.365, 0.049, 0.398], [-0.711, -0.145, 0.212], [-0.462, -0.378, -0.104], [0.162, -0.438, 0.310], [-1.703, 1.397, 0.350], [1.169, -1.766, -0.396], [0.997, 1.319, 2.233], [-0.547, -0.528, -0.118], [0.162, 0.254, -1.421], [-0.231, 0.434, -0.617], [0.207, -0.109, -0.907], [0.346, -0.008, -0.459], [-0.372, 0.165, -1.217], [1.109, -0.449, 0.311], [1.900, -1.021, 0.145], [-0.228, 0.142, 0.399], [0.226, 0.572, -0.307], [0.764, -0.122, -0.079], [0.197, -0.298, -0.357], [0.352, -0.185, -0.007], [-0.742, -0.200, -0.172], [0.169, -0.061, 0.113], [1.107, -0.430, 0.215], [-0.189, -0.007, 0.077], [-1.229, -0.018, 0.855], [-0.573, 0.490, 0.261], [1.950, 0.243, 0.299], [-0.626, 0.808, 0.222], [-0.489, 1.818, -0.597], [-0.411, -0.108, 0.156], [0.121, -0.333, -0.153], [0.160, -0.797, 0.161], [-0.314, -1.352, -0.119], [-0.247, 0.740, -0.763], [-0.171, 0.899, -0.901], [-0.190, -1.645, -0.527], [0.020, -0.172, 0.192], [0.128, -1.587, -0.204], [-0.508, -0.772, 1.118], [0.155, 0.281, 0.121], [-0.135, -0.011, -0.147], [-0.492, 0.422, -0.484], [0.226, -0.035, -0.680], [0.353, 0.173, 0.449], [0.665, 0.152, -0.240], [0.073, 0.689, -0.164], [0.210, -0.358, -0.491], [0.159, 1.536, -0.181], [0.095, 0.288, 0.140], [-0.286, -0.269, 0.122], [-1.089, -0.647, 0.304], [-0.105, -0.229, 0.029], [-2.022, 0.078, -0.860], [0.662, -0.588, -0.213], [-0.011, 0.200, 0.482], [-0.162, 0.009, -0.487], [0.238, -0.109, -0.194], [0.668, -0.166, 0.632], [-0.317, 0.921, 0.172], [0.298, 0.104, 0.226], [0.152, -1.583, -0.756], [0.188, -0.189, 0.261], [0.501, -0.519, 0.556], [-0.493, -0.619, 0.973], [0.442, -0.194, -0.283], [-0.401, -0.474, 0.759], [0.390, -0.829, 0.357], [0.528, -0.122, 0.159], [-0.767, -0.571, -0.260], [0.175, -1.022, 1.315], [-0.380, 0.998, -0.280], [0.264, -0.183, 0.326], [-0.271, -0.370, 0.016], [-1.094, -0.763, 0.654], [0.337, 0.235, 0.668], [1.618, -4.953, 0.467], [-0.123, 0.112, -0.097], [2.383, 1.030, 2.077], [-0.037, -0.055, 0.108], [-0.096, -0.451, 0.139], [-0.705, 1.078, 1.341], [1.704, 0.561, 0.615], [0.022, -0.141, 0.307], [0.278, 0.516, 0.384], [-0.056, 0.528, -0.163], [-0.925, -0.589, -0.433], [0.296, -0.515, -0.132], [0.034, -0.179, -0.168], [0.195, 0.464, 0.779], [0.116, 0.227, -0.601], [0.173, -0.468, 0.291], [0.058, -0.095, 0.080], [1.180, 0.323, -0.700], [-0.138, -0.103, -0.008], [-0.120, 0.321, -0.163], [-0.116, -0.079, 0.226], [0.192, 0.227, -0.886], [0.025, 0.400, 0.375], [0.190, 0.046, 0.701], [0.025, 2.416, -1.003], [0.327, 0.242, 0.401], [-0.072, -0.030, -0.579], [1.089, 1.071, 0.008], [-0.068, -0.393, 0.604], [-0.714, -0.215, 0.122], [-2.014, -1.537, -1.470], [-0.848, 0.075, -0.106], [0.632, -0.070, -0.308], [-0.059, 0.177, -0.071], [-0.085, -0.087, 0.082], [0.237, 0.079, 0.828], [-0.076, 0.528, 0.298], [-0.245, 0.920, -0.317], [0.269, -0.149, -0.145], [0.370, -0.709, 1.313], [-0.200, 0.628, 0.144], [-0.524, -0.299, -0.040], [-0.219, -0.578, -0.072], [-0.314, -0.152, 0.628], [0.095, -0.381, -0.186], [0.329, 0.419, 0.023], [-1.668, -1.253, 0.455], [-0.113, -1.673, 0.245], [-0.123, -0.386, -0.133], [-0.164, 0.553, -0.239], [1.037, 0.804, -0.303], [1.742, 0.547, 0.291], [-0.262, -0.392, -0.181], [-0.185, -0.060, 0.232], [0.995, 1.579, -1.406], [-0.160, 0.082, -0.282], [0.290, -0.115, 0.189], [0.983, -0.108, -0.077], [0.266, 0.023, 0.048], [-0.016, 0.074, -0.108], [-0.589, -0.172, 0.173], [-0.144, 1.342, 0.364], [-0.527, -0.322, -0.011], [-0.175, 1.434, 0.625], [-1.847, -0.543, 1.148], [0.271, 0.131, 0.211], [0.099, 0.380, 0.266], [-0.212, 1.889, 0.998], [0.861, -1.151, 1.904], [0.290, -0.069, -0.795], [0.162, -0.340, 0.678], [1.176, -0.118, 0.632], [0.029, 0.421, 0.228], [-0.097, -0.454, -0.774], [0.272, 0.224, -0.345], [0.061, -0.015, -0.135], [-0.219, -0.171, 0.099], [0.558, -0.236, 0.105], [-0.140, -0.139, 0.149], [-0.370, 0.300, 0.700], [0.523, -0.361, 0.091], [-1.028, 0.463, -0.315], [0.141, 0.645, -0.179], [-0.370, 0.416, -0.140], [0.373, 0.168, 0.212], [0.163, -0.751, 0.602], [-0.058, 1.501, -0.268], [-0.626, 0.578, -0.469], [0.376, -0.457, 0.420], [-0.811, 0.524, -1.094], [-0.251, 0.831, -0.406], [-0.169, 0.474, 0.313], [-0.027, 1.228, -0.124], [-1.541, -0.471, -0.493], [-0.441, 1.042, -1.058], [-0.188, 0.132, -1.949], [0.157, 0.166, 0.424], [0.310, 0.105, -0.041], [-1.078, 0.857, -1.726], [-0.379, 0.294, -0.110], [0.399, 0.255, 0.230], [-0.450, 0.092, 0.455], [-0.864, 0.027, 0.211], [0.253, 0.041, 0.258], [0.007, -0.892, 0.133], [0.322, -0.331, 0.054]],
  "lowdin_charge": [-0.1412, -0.2172, -0.1685, 0.1255, -0.1773, -0.0655, 0.0707, -0.1686, 0.0738, -0.2096, -0.1364, 0.1019, 0.0842, 0.0842, 0.1201, -0.0751, 0.1230, -0.1472, 0.0833, -0.1678, -0.1854, -0.1598, -0.2397, 0.0901, 0.1163, -0.1798, -0.0515, 0.0827, 0.0618, 0.1253, 0.1085, -0.2132, -0.2103, -0.1352, 0.1006, 0.1181, -0.1157, 0.1200, -0.1845, -0.1748, -0.0743, 0.0861, -0.2082, 0.0763, 0.0837, 0.1152, 0.0761, -0.1423, 0.1166, 0.1127, 0.1202, 0.1115, -0.1803, -0.1483, -0.0752, 0.0861, -0.1844, 0.1078, 0.0656, 0.0827, -0.1470, 0.1232, -0.1818, 0.1327, 0.1033, 0.0916, 0.1189, -0.1216, -0.1758, 0.0735, 0.0898, 0.1214, -0.1583, -0.1920, -0.1420, 0.0873, -0.1387, 0.0826, 0.0657, 0.0973, -0.1070, -0.1815, -0.0649, -0.1808, 0.0654, -0.1392, -0.1789, 0.0881, 0.0882, 0.1195, 0.0831, 0.1066, -0.1837, 0.1575, 0.0786, -0.2083, 0.0553, 0.1198, -0.2051, 0.0810, -0.1796, 0.1006, 0.1160, 0.0865, 0.1312, 0.0865, -0.0754, -0.1193, -0.1482, 0.1115, 0.0832, -0.0824, 0.1260, -0.1954, 0.0805, 0.1124, 0.1271, -0.1201, -0.1086, 0.0731, 0.1200, 0.0900, 0.1244, 0.0446, 0.1010, -0.2415, 0.0898, 0.1173, -0.1691, -0.1397, 0.0834, 0.0974, -0.5101, -0.0942, 0.1133, 0.1192, 0.1324, 0.1222, 0.1002, 0.1168, -0.1843, 0.0930, 0.0695, 0.0952, 0.1153, 0.0951, 0.0898, -0.1983, -0.1879, 0.0850, -0.1561, 0.1218, 0.1125, 0.1662, -0.1937, -0.2228, 0.1307, 0.0811, 0.0841, 0.1271, 0.1122, 0.1220, -0.1688, 0.0874, 0.1106, 0.1161, 0.1220, 0.1217, 0.1039, 0.1410, 0.0621, 0.0877, 0.0578, -0.2457, -0.0831, 0.1123, 0.0894, -0.1612, 0.0866, 0.1129, 0.0759, 0.1247, 0.0738, 0.0830, -0.1750, 0.0820, -0.2033, -0.2030, 0.0748, 0.0869, -0.1176, -0.1338, 0.1029, -0.1876, -0.1761, 0.0706, -0.0854, -0.1593, 0.1232, 0.0820, 0.0864, 0.0815, 0.1171, -0.1334, -0.1600, 0.1306, 0.0797, 0.0620, -0.1102, -0.1476, 0.1060, 0.0962, -0.0428, 0.0836, 0.0690, 0.1401, -0.0842, -0.1644, -0.2264, 0.1235, 0.1205, -0.1682, -0.1583, 0.1074, 0.1228, 0.0992, 0.1138, 0.1101, 0.0571],
  "e_homo_ev": -8.97,
  "orbital_gap_ev": 9.09,
  "charge": 0,
  "lumo_ev": 0.113,
  "total_energy_ev": -129846.1533,
  "multiplicity": 1,
  "de_lowest_ev": 2.563,
  "molar_mass_g_mol": 1377.7
}